[1]
Entry from the Open Molecules 2025 dataset: 2 unconnected molecules or ions with the total composition C6H12N2 (the ωB97M-V functional and the def2-TZVPD basis).

Structure (XYZ):
```
20
Properties=species:S:1:pos:R:3
C -2.36305 -1.38055 -0.95890
C -1.12619 -0.74001 -0.91545
C -0.59822 0.43962 -1.19229
N 0.79344 0.39704 -0.96045
C 1.14336 -0.93542 -0.39262
N -0.01867 -1.56238 -0.47750
H -2.64290 -1.49539 -1.99833
H -3.06694 -0.90956 -0.29985
H -2.23761 -2.39212 -0.48266
H -1.01881 1.29741 -1.39020
H 1.35390 1.27349 -0.93031
H 2.17290 -1.40235 -0.40112
C 1.63770 1.17843 2.06507
C 0.34551 1.92506 1.97237
H 2.35798 1.48910 2.84028
H 1.56816 0.13746 2.19220
H 2.08002 1.19987 1.12315
H -0.37901 1.16672 1.42681
H -0.07316 1.98243 3.02420
H 0.22730 2.88742 1.49247
```

Kohn-Sham gap: 9.7 eV
structure (SMILES): Cc1c[nH]cn1.CC
E_tot: -345.2505 Eh
energy above the lowest of the compared OMol25 structures with the same formula, charge and spin: 48.5 kcal/mol
largest force on an atom: 0.122 hartree/bohr
HOMO energy: -8.733 eV
lowest unoccupied orbital energy: 1.0 eV


[2]
Entry from the Open Molecules 2025 dataset: a molecular structure, C6H12N2 (the ωB97M-V functional and the def2-TZVPD basis).

Structure (XYZ):
```
20
Properties=species:S:1:pos:R:3
C -0.56097 1.91611 0.03331
C -0.05962 0.49491 0.13842
C 0.91395 0.34969 1.89833
C -0.41390 -0.25750 1.37577
N 1.93717 -0.42317 1.97357
H 2.68637 -0.04040 2.54607
H 0.82546 1.29006 2.45125
H 0.23466 2.62908 0.24036
H -1.42146 2.10627 0.68920
H -0.92137 2.15664 -0.97351
H -0.27156 -1.33079 1.30521
H -1.31690 0.08181 1.87914
C 0.04704 -1.87841 -1.55990
C -0.46775 -0.47227 -1.43275
N -1.17419 0.14820 -2.25283
H -1.44741 -0.36216 -3.10012
H 0.87807 0.30062 -0.44470
H -0.12927 -2.27465 -2.56019
H 1.11389 -1.90663 -1.36053
H -0.45219 -2.52740 -0.84609
```

Kohn-Sham gap: 9.0 eV
E_tot: -345.1959 Eh
energy above the lowest of the compared OMol25 structures with the same formula, charge and spin: 82.8 kcal/mol
largest force on an atom: 0.140 hartree/bohr
HOMO energy: -7.972 eV
lowest unoccupied orbital energy: 1.1 eV


[3]
Entry from the Open Molecules 2025 dataset: 2 unconnected molecules or ions with the total composition C6H12N2 (the ωB97M-V functional and the def2-TZVPD basis).

Structure (XYZ):
```
20
Properties=species:S:1:pos:R:3
N 0.72551 -0.07373 1.88789
C -0.23681 -0.60503 1.29857
C -1.73546 -0.44072 1.19386
N -1.73954 -1.42907 0.10570
C -0.31656 -1.73899 0.31965
H 0.48146 0.70706 2.49514
H -2.08753 0.54089 0.87055
H -2.27162 -0.73066 2.10475
H -2.37839 -2.20635 0.22236
H 0.28020 -1.62004 -0.58538
H -0.09873 -2.71325 0.76577
C -0.14849 1.80806 -0.98817
C 0.71235 1.02385 -1.60857
C 2.08925 0.72225 -1.11489
H -1.13496 1.99418 -1.37519
H 0.09473 2.28787 -0.05097
H 0.43794 0.55448 -2.54711
H 2.28168 -0.34954 -1.15522
H 2.82607 1.21121 -1.75284
H 2.21892 1.05756 -0.08589
```

Kohn-Sham gap: 10.2 eV
structure (SMILES): N=C1CNC1.C=CC
E_tot: -345.2445 Eh
energy above the lowest of the compared OMol25 structures with the same formula, charge and spin: 52.3 kcal/mol
largest force on an atom: 0.015 hartree/bohr
HOMO energy: -9.138 eV
lowest unoccupied orbital energy: 1.0 eV


[4]
Entry from the Open Molecules 2025 dataset: a gas-phase ion, C6H12N2 (charge +2) (the ωB97M-V functional and the def2-TZVPD basis).

Structure (XYZ):
```
20
Properties=species:S:1:pos:R:3
C -0.56465 0.90433 0.27463
C -2.89851 0.85213 -0.19335
C -0.01913 -1.28505 0.23444
C -1.50902 -1.16207 -0.10556
C 2.57510 0.37917 -0.66586
C 1.77748 0.41444 0.65209
N 0.40911 0.07929 0.41393
N -1.76877 0.27186 -0.02385
H -0.48932 1.98071 0.37677
H -3.79100 0.27554 -0.41942
H -3.00048 1.93055 -0.11875
H 0.16390 -1.86085 1.15182
H 0.56633 -1.77372 -0.55450
H -1.74016 -1.53452 -1.11059
H -2.14764 -1.71401 0.59290
H 2.62070 -0.61918 -1.09007
H 2.16264 1.07147 -1.39451
H 3.59281 0.69123 -0.44171
H 1.84632 1.41505 1.08365
H 2.21431 -0.31636 1.33793
```

Kohn-Sham gap (alpha / beta): 8.1 / 7.0 eV
2S+1: 3
E_tot: -344.5008 Eh
energy above the lowest of the compared OMol25 structures with the same formula, charge and spin: 0.0 kcal/mol
largest force on an atom: 0.171 hartree/bohr
HOMO energy (alpha / beta): -17.030 / -21.234 eV
total charge: +2
<S²>: 2.015
lowest unoccupied orbital energy (alpha / beta): -8.9 / -14.2 eV